one) ORCA calculation (ωB97M-V with the def2-TZVPD basis set) on CHCl2F2NS in the gas phase.

Computed properties:
E_HOMO in eV: -10.74
E_LUMO in eV: 0.2
2S+1: 1

The geometry in XYZ format:
```
8
CHCl2F2NS | the Open Molecules 2025 dataset | ωB97M-V with the def2-TZVPD basis set
Cl -0.01828 1.44526 1.90194
N 0.41252 -0.02128 -0.20418
Cl -1.21026 -1.04336 1.54075
F -0.90160 -0.90287 -2.31863
S -0.38841 0.38301 -1.38059
C 0.17393 -0.13342 1.23077
F 0.75408 0.68973 -2.48213
H 1.17802 -0.41708 1.71208
```

***

two) ORCA calculation (ωB97M-V with the def2-TZVPD basis set) on 2 unconnected molecules or ions with the total composition CHCl2F2NS.

Computed properties:
E_HOMO (alpha / beta) in eV: -10.64 / -9.31
E_LUMO (alpha / beta) in eV: -1.8 / -2.9
2S+1: 1

The geometry in XYZ format:
```
8
CHCl2F2NS | the Open Molecules 2025 dataset | ωB97M-V with the def2-TZVPD basis set
F -2.50898 -0.64140 0.60171
Cl 1.95518 -1.55927 0.84934
F -2.42937 1.56594 -0.33150
N -0.45741 0.54315 1.07795
Cl 1.13698 -0.49976 -1.95133
C 1.57831 -0.32862 -0.32301
S -1.30104 0.28230 -0.06134
H 2.02633 0.63766 0.13819
```

***

Which of them is least stable? Easy: two).

***

one) ORCA calculation (ωB97M-V with the def2-TZVPD basis set) on a molecular structure, CHCl2NO2.

Computed properties:
E_HOMO in eV: -9.80
E_LUMO in eV: 0.2
2S+1: 1

The geometry in XYZ format:
```
7
CHCl2NO2 | the Open Molecules 2025 dataset | ωB97M-V with the def2-TZVPD basis set
O -2.53943 0.05496 0.79377
C -0.16763 -0.77593 -0.13862
Cl 0.02957 -0.93636 -1.83984
Cl -0.24236 -2.13054 0.86611
H 0.52322 0.18632 0.17729
O -2.16246 0.24839 -1.37450
N -2.00347 -0.05202 -0.25463
```

***

two) ORCA calculation (ωB97M-V with the def2-TZVPD basis set) on 2 unconnected molecules or ions with the total composition CHCl2NO2.

Computed properties:
E_HOMO in eV: -10.01
SMILES string: ClNCl.O=C=O
E_LUMO in eV: -0.3
2S+1: 1

The geometry in XYZ format:
```
7
CHCl2NO2 | the Open Molecules 2025 dataset | ωB97M-V with the def2-TZVPD basis set
O 2.20765 -1.07663 0.09400
O 2.21258 0.80336 1.37109
C 2.21235 -0.15822 0.76697
Cl -1.97129 0.65826 0.95853
Cl -2.23823 0.61474 -1.91188
H -1.17055 -0.91242 -0.75418
N -1.25251 0.07091 -0.52453
```

***

Which of them is least stable? Easy: one).

***

one) ORCA calculation (ωB97M-V with the def2-TZVPD basis set) on 15 unconnected molecules or ions with the total composition C30H90O15S15.

Computed properties:
E_HOMO in eV: -8.52
E_LUMO in eV: -0.1
2S+1: 1

The geometry in XYZ format:
```
150
C30H90O15S15 | the Open Molecules 2025 dataset | ωB97M-V with the def2-TZVPD basis set
H -4.44586 -7.71214 -18.90225
H -4.17461 -3.95435 -30.32914
H 3.00495 -3.83652 -25.22239
C -7.65853 -14.86202 -18.67506
S 0.74351 3.70197 -21.64733
H 4.48145 -8.93264 -18.50392
H -6.86032 1.18048 -19.27256
H 5.48031 -3.09008 -25.16345
C -6.66258 0.42983 -18.50736
H -0.47479 -0.97491 -13.09543
S 5.20901 -8.84346 -20.87402
C -11.28532 -2.75899 -26.80232
H -13.06001 -7.58697 -16.02693
O -1.39165 -0.55873 -15.77500
H 4.40517 -4.97327 -16.03275
H -2.29024 -8.86011 -11.12786
C -3.08208 -3.08007 -27.90877
O -10.98193 -9.23253 -13.54701
H 4.79322 -10.51467 -19.34185
H 5.61049 -3.70987 -23.52095
H 2.43042 -4.54918 -18.52705
H -13.80131 -8.53440 -14.68667
C 0.29225 1.27296 -14.64200
H -4.06492 -2.72185 -28.21501
C 2.53791 -3.64906 -17.92179
H -3.00309 -5.22505 -30.41944
C -11.40753 -10.94169 -21.94787
H -0.23882 -8.73259 -25.52510
S -2.01138 -3.18211 -29.35681
H -1.05021 0.48156 -12.28627
H -11.84840 -2.58810 -27.71983
H -4.52249 -4.07608 -20.67664
C -12.88480 -8.31405 -15.23399
H -0.37084 -10.50196 -25.20471
H -2.67369 -13.58083 -19.17041
C -11.13376 -8.33573 -21.04097
H -6.10117 1.06081 -17.81833
S 0.30965 -9.83611 -27.47009
O 3.58531 -0.91532 -24.49797
H 0.26398 1.19723 -21.43286
H -8.46182 -14.17032 -18.92878
H -10.03576 -7.89280 -16.08370
H -11.44527 -3.80338 -26.53442
C -7.13641 -1.17434 -16.39273
S 3.83893 -2.11034 -23.58390
H -1.77803 -12.11628 -18.71299
H 6.96363 -7.93187 -19.20643
H -1.95600 -15.40177 -16.48312
H 2.62345 -10.92026 -27.39959
H -6.49918 -0.50215 -15.81809
C -8.94889 -2.85743 -25.35321
H -8.76204 -12.95206 -17.16091
H -9.56493 -6.62462 -14.88230
H 1.76117 -11.36698 -28.82348
H -6.42628 -1.96178 -16.64524
H 6.34778 -2.14894 -23.93694
H -11.29696 -11.38126 -20.95658
H 1.70161 -3.12097 -24.18962
H 1.04537 0.48820 -14.57084
H 3.12730 4.22871 -21.18809
H -9.45047 -2.28942 -24.56971
C 4.31992 -9.53440 -19.39829
H -8.05073 -15.87902 -18.67652
H 0.48727 1.77656 -15.58883
H 1.96278 -3.84293 -17.01639
H -1.11283 2.32367 -21.25355
S -3.42801 -6.42860 -20.67784
H 1.31684 -12.11672 -27.32115
H -3.17974 -4.12182 -27.60328
H -0.57651 -8.90811 -11.64478
S -7.13509 -14.57277 -16.94133
H -4.08924 -6.04055 -18.42440
H 0.46426 2.01848 -13.86565
O -3.33479 -8.02600 -13.89667
C -1.29727 -0.26143 -13.04457
C -4.49630 -6.66952 -19.21610
H 3.37813 -3.60344 -15.33535
O -8.14664 -15.26303 -16.04269
H -10.38850 -7.61925 -20.69549
H -7.70002 -12.30857 -15.88239
H -10.95911 -6.41069 -15.86199
H -2.68042 -2.41649 -27.14299
S -0.57512 -14.10187 -18.07388
H -11.94359 -7.85035 -21.58566
H -2.67104 -12.89253 -17.46423
H 3.25218 -9.70333 -19.53787
H 2.34272 3.75260 -19.70137
C -1.53665 -15.51338 -17.48301
C -0.59875 -8.46326 -14.45789
H -2.97809 -4.13296 -21.54493
H -6.91931 -14.67360 -19.45361
O -0.97562 -10.57976 -27.74137
S -1.43302 0.58133 -14.70646
O -0.03077 4.87512 -20.99227
H -9.11614 -3.90169 -25.08929
H -2.17887 -15.95240 -18.24651
C -7.72716 -12.81355 -16.84797
O -8.42663 -1.58010 -18.56668
S -8.11159 -0.35947 -17.72842
C 5.49275 -2.80185 -24.11232
H -1.43702 -7.38463 -11.74032
H 4.98105 -3.34651 -15.42619
H -2.21575 -0.77966 -12.76901
C 4.21482 -3.90204 -15.96692
S -2.18622 -8.92785 -13.54916
O -0.03254 -13.36814 -16.84215
C 2.73355 -3.46931 -24.23264
C -3.54328 -4.55349 -20.71319
H -5.52145 -6.34461 -19.39381
H -0.81585 -8.60383 -15.51675
H 0.18396 -9.16464 -14.16883
H -7.87715 -2.66449 -25.30570
C 0.20295 -9.71470 -25.69366
S 4.25008 -3.21162 -17.66497
H -2.93296 -3.94465 -31.56069
S -10.17692 -9.58072 -21.99120
C 6.86244 -8.67084 -20.00128
S -11.51924 -7.88280 -14.06419
C -1.55506 -8.46461 -11.82872
O 4.89302 -4.08995 -18.71649
H -0.79528 -16.30195 -17.35416
O -8.94222 -9.91048 -21.17602
H -12.64781 -9.18924 -15.83895
H 2.73201 2.52745 -20.89845
H -3.03352 -4.28130 -19.78897
H -0.33595 -7.44464 -14.17248
C -0.06502 2.14684 -21.01082
H -12.36685 -10.42457 -21.96748
C -3.11576 -4.14425 -30.50482
H 2.09653 -2.80795 -18.45643
H -11.38529 -11.75263 -22.67586
O -1.97513 -6.68991 -20.36556
O -8.91125 -3.76501 -27.79093
H 1.25564 -9.81103 -25.42782
H -7.77884 -1.43789 -15.55253
H 2.86648 -4.36156 -23.62082
H -11.65620 -2.13049 -25.99267
C -10.38569 -7.17679 -15.34008
C -2.10701 -13.09857 -18.37391
S -9.48869 -2.54056 -27.10250
C 1.62520 -11.16802 -27.76045
H -6.00184 -0.32580 -18.93226
O 5.36629 -9.78455 -22.05689
O -0.78783 -4.11547 -29.08153
H -7.18124 -12.19825 -17.56316
C 2.38124 3.55169 -20.77199
H 0.09264 2.10549 -19.93308
H 7.69909 -8.35777 -20.62585
H 7.16197 -9.61331 -19.54286
H -11.53605 -8.87850 -20.18560
```

***

two) ORCA calculation (ωB97M-V with the def2-TZVPD basis set) on 15 unconnected molecules or ions with the total composition C30H90O15S15.

Computed properties:
E_HOMO in eV: -8.30
E_LUMO in eV: -0.3
2S+1: 1

The geometry in XYZ format:
```
150
C30H90O15S15 | the Open Molecules 2025 dataset | ωB97M-V with the def2-TZVPD basis set
H 22.59011 -13.34783 -19.58287
S 32.27009 -23.12358 -21.06928
C 35.76520 -11.74628 -15.66912
H 34.02605 -3.42079 -20.34377
H 28.92185 -9.11274 -29.69714
S 34.04818 -18.01280 -27.28034
C 37.42434 -13.75395 -22.28478
C 31.49551 -12.93077 -20.54699
H 22.32818 -18.36314 -24.74267
H 31.66960 -8.93055 -27.07885
C 37.16979 -11.60969 -24.12617
H 36.81985 -14.45603 -22.85904
H 30.29270 -8.10065 -29.14527
C 36.97400 -19.55529 -19.73650
C 34.39537 -4.31666 -19.84465
H 31.43803 -20.86019 -20.60414
H 26.86106 -5.67181 -22.19349
H 25.22930 -19.94348 -17.07272
H 31.84172 -17.90040 -14.84383
S 33.51456 -5.75328 -20.43862
C 31.61963 -24.64771 -20.28715
O 21.01065 -15.88099 -23.53250
H 32.30157 -6.42390 -14.21767
S 21.48019 -16.06192 -25.03497
H 30.52426 -16.20481 -16.94771
H 31.20816 -11.95249 -20.93232
C 34.23166 -5.46066 -22.07714
H 25.82558 -7.52327 -23.73450
H 28.75496 -21.65735 -26.23181
H 36.31561 -19.84728 -18.91835
H 29.27728 -14.50840 -20.81581
O 38.90656 -18.53899 -18.02083
H 25.99907 -24.26863 -27.72096
H 29.39605 -17.42494 -16.25196
H 27.59431 -24.23430 -27.08098
C 20.12349 -14.38298 -18.44080
H 27.66621 -20.23084 -26.16301
O 25.22635 -21.47518 -27.06883
H 23.35468 -14.71010 -24.92356
C 29.83324 -8.77186 -15.95806
S 26.63062 -21.97221 -27.34722
H 23.98544 -21.48117 -21.29755
C 23.79381 -21.16647 -20.27171
H 32.14932 -7.06654 -15.76058
H 36.23895 -10.87120 -16.11393
H 23.02957 -20.39303 -20.34810
C 26.60870 -23.78554 -26.95735
H 30.18080 -21.98819 -20.80324
H 31.93928 -25.44591 -20.95710
S 29.39515 -9.84921 -27.47888
H 31.85947 -24.67988 -19.22435
H 30.53356 -24.55675 -20.30308
H 25.53070 -6.28954 -21.28723
C 31.13159 -21.85688 -20.28666
S 27.08083 -8.11564 -21.89483
H 22.36366 -15.20390 -19.51821
O 31.77714 -23.19284 -22.52346
H 23.51771 -22.10859 -19.79813
H 39.26808 -20.02396 -21.39377
O 25.40044 -18.99717 -20.18962
O 36.47764 -10.77516 -13.24387
H 33.79611 -15.98249 -25.97833
O 31.92110 -15.52225 -21.18051
H 30.49332 -9.63638 -15.88732
H 38.07445 -14.12942 -21.49454
H 30.80635 -13.10400 -19.72046
O 29.85745 -8.59455 -13.25766
H 34.69033 -11.57824 -15.60195
S 21.67573 -14.21706 -17.45114
H 30.11491 -8.29015 -16.89439
H 20.61864 -18.33288 -24.87891
H 23.72081 -15.99893 -26.08675
H 38.56626 -11.60862 -15.01085
C 24.42535 -20.06428 -17.79878
C 22.70152 -14.28542 -19.03825
H 35.46146 -4.31236 -20.07169
H 36.45079 -12.04729 -24.81874
H 34.44616 -20.06676 -25.82702
H 33.30024 -18.99867 -25.21075
H 36.74207 -18.52497 -20.00623
H 25.77159 -9.28366 -23.61571
H 23.76817 -14.41225 -18.85310
C 27.74278 -21.30942 -26.02556
H 23.84300 -16.36181 -24.36259
H 32.44243 -12.86170 -20.01156
H 23.92701 -20.97242 -17.45960
C 39.55442 -19.35689 -20.58067
H 29.04470 -13.68584 -22.36859
C 38.16084 -12.52742 -14.58710
H 20.14631 -15.31005 -19.01361
H 29.23921 -15.46633 -22.26065
H 34.64036 -15.70449 -27.57370
S 38.65665 -19.69856 -19.02665
H 36.82116 -20.22824 -20.58023
O 39.02080 -13.66947 -24.54695
C 34.25748 -18.99742 -25.73207
H 19.28741 -14.39887 -17.74165
H 30.51844 -9.78897 -29.64976
C 21.51912 -17.86505 -25.27691
H 31.68172 -10.70016 -27.33070
H 24.75386 -8.23433 -22.49880
O 21.73593 -12.78762 -17.00508
O 26.60751 -8.91867 -20.66456
H 26.05875 -23.76335 -26.01652
H 27.04162 -6.07671 -20.41948
H 35.31241 -5.59598 -22.03494
C 31.95646 -16.87986 -14.47856
S 38.45804 -12.76309 -23.44718
H 38.64527 -12.91524 -13.69100
H 23.76900 -19.19599 -17.74065
C 25.68798 -8.35769 -23.04680
C 26.61445 -6.35691 -21.38236
O 34.15609 -7.03201 -19.92385
H 32.61986 -16.26837 -15.09018
O 29.05943 -11.34108 -27.70245
C 31.15264 -9.86680 -26.86842
C 29.74413 -16.39287 -16.21005
H 37.66418 -10.97838 -24.86450
H 38.03578 -13.31914 -15.32578
H 33.73048 -6.15062 -22.75604
H 32.35848 -16.77074 -13.47130
H 21.64744 -18.03311 -26.34620
H 40.59380 -19.54115 -20.30893
S 30.16684 -7.71788 -14.46855
H 35.42667 -16.34099 -26.08500
H 28.82468 -15.88808 -16.50655
C 23.29568 -15.78299 -25.10657
S 30.33910 -16.04052 -14.46933
H 19.99464 -13.54417 -19.12482
H 39.36400 -18.33514 -20.90914
O 32.53144 -17.94796 -27.52225
H 34.05528 -4.43395 -22.39783
C 29.85345 -9.09813 -29.13145
H 30.99950 -21.94725 -19.20847
O 30.67881 -14.54024 -14.41894
H 34.25061 -4.13841 -18.77912
H 35.91250 -12.60744 -16.32090
C 29.56374 -14.50291 -21.86748
S 25.19227 -20.32644 -19.45049
C 32.00052 -7.34472 -14.71723
H 36.66043 -11.13570 -23.28713
H 27.30389 -21.52904 -25.05229
C 34.52697 -16.34672 -26.70032
S 36.47292 -12.10001 -13.98668
H 28.79997 -9.11883 -15.94994
H 32.57238 -8.23635 -14.46018
H 36.77831 -12.99943 -21.83593
H 31.17064 -9.92541 -25.78015
H 35.01660 -18.44264 -25.18067
S 31.43605 -14.23960 -21.86880
```

***

Which of them is least stable? Easy: one).

***

one) ORCA calculation (ωB97M-V with the def2-TZVPD basis set) on 2 unconnected molecules or ions with the total composition C5H7BrS.

Computed properties:
E_HOMO (alpha / beta) in eV: -7.78 / -7.77
E_LUMO (alpha / beta) in eV: -2.1 / -2.2
2S+1: 1

The geometry in XYZ format:
```
14
C5H7BrS | the Open Molecules 2025 dataset | ωB97M-V with the def2-TZVPD basis set
S 3.77909 2.71389 0.24888
C 1.24712 0.39067 -0.19326
C 2.38672 -0.49958 -0.19907
H -0.62592 0.15148 1.38848
C 3.66102 -0.02107 -0.08063
Br 5.28624 -0.80738 -0.00208
H 1.51525 1.36007 0.05735
C -1.15216 0.40144 0.42569
H -1.15161 1.46822 0.31600
H -2.08539 -0.20153 0.17354
H 2.25491 -1.55953 -0.39764
H -0.33088 -1.17952 -0.75870
C -0.09610 -0.07088 -0.64790
H -0.22129 0.27321 -1.81135
```

***

two) ORCA calculation (ωB97M-V with the def2-TZVPD basis set) on 2 unconnected molecules or ions with the total composition C5H7BrS.

Computed properties:
E_HOMO in eV: -8.46
E_LUMO in eV: -1.8
2S+1: 1

The geometry in XYZ format:
```
14
C5H7BrS | the Open Molecules 2025 dataset | ωB97M-V with the def2-TZVPD basis set
H -0.70934 -1.77012 -0.32934
C -1.35430 -0.11072 -1.60543
C 0.30249 0.05174 0.17797
H -2.15356 0.50961 -0.98645
H -1.91882 -0.99080 -2.16219
H 0.62721 1.03717 -0.06713
H -0.83426 0.47738 -2.40638
H 0.34042 -1.21867 -1.52758
C -0.33689 -0.91618 -0.80622
H 0.48727 -1.19342 1.71852
C 0.74475 -0.22829 1.40504
Br 0.96933 3.03739 0.90363
S 2.36516 0.78840 3.46095
C 1.47054 0.52654 2.22463
```

***

Which of them is least stable? Easy: one).